No. 1
Here is a molecular structure, C41H34IrNP2 in a non-equilibrium geometry from OMol25. Energies are from wB97M-V/def2-TZVPD.

Output
Frontier orbital gap (spin up / spin down) (eV): 5.17 / 4.95
Lowest unoccupied orbital energy (spin up / spin down) (eV): -10.8 / -11.1
HOMO level (spin up / spin down) (eV): -16.021 / -16.021
Net charge: +3
Spin multiplicity: 2

```
79
C41H34IrNP2, DFT wB97M-V/def2-TZVPD
Ir -0.08 -1.12 -0.70
C 3.25 -3.92 -1.59
C 2.65 -5.14 -1.31
C 1.31 -5.21 -0.99
C 0.53 -4.05 -0.93
C 1.15 -2.80 -1.18
C 2.49 -2.76 -1.56
C -0.92 -4.09 -0.71
C -1.64 -5.30 -0.60
C -3.01 -5.30 -0.64
C -3.69 -4.07 -0.77
C -5.08 -3.97 -0.96
C -5.70 -2.75 -1.06
C -4.94 -1.57 -0.93
C -3.58 -1.63 -0.75
C -2.91 -2.88 -0.72
N -1.56 -2.92 -0.70
H 4.29 -3.87 -1.86
H 3.23 -6.05 -1.38
H 0.86 -6.18 -0.82
H 2.95 -1.83 -1.86
H -1.11 -6.23 -0.49
H -3.57 -6.22 -0.59
H -5.67 -4.88 -1.04
H -6.76 -2.68 -1.22
H -5.44 -0.62 -0.97
H -2.97 -0.74 -0.64
C -1.23 2.45 0.34
C -1.20 1.49 1.53
P 0.07 0.16 1.34
C 1.66 1.06 1.39
C 1.87 2.13 2.27
C 3.15 2.62 2.46
C 4.23 2.02 1.83
C 4.03 0.96 0.95
C 2.75 0.49 0.73
C 0.08 -0.61 2.98
C 1.30 -1.02 3.53
C 1.34 -1.50 4.82
C 0.17 -1.63 5.55
C -1.05 -1.26 5.00
C -1.10 -0.77 3.71
P 0.42 2.80 -0.44
C 0.57 1.86 -1.99
C -0.23 0.76 -2.37
C 0.08 0.09 -3.57
C 1.19 0.45 -4.32
C 1.99 1.51 -3.92
C 1.68 2.21 -2.76
C 0.28 4.57 -0.80
C 0.35 5.42 0.31
C -0.05 6.73 0.19
C -0.49 7.21 -1.03
C -0.51 6.38 -2.15
C -0.09 5.06 -2.05
H -1.63 3.42 0.66
H -1.88 2.07 -0.45
H -2.18 1.02 1.64
H -1.00 2.02 2.47
H 1.04 2.58 2.80
H 3.30 3.45 3.13
H 5.23 2.39 2.02
H 4.87 0.51 0.45
H 2.57 -0.34 0.05
H 2.22 -0.93 2.96
H 2.29 -1.78 5.26
H 0.20 -2.03 6.56
H -1.96 -1.34 5.57
H -2.05 -0.49 3.28
H -1.23 0.64 -1.96
H -0.58 -0.68 -3.94
H 1.43 -0.08 -5.23
H 2.85 1.81 -4.51
H 2.28 3.06 -2.46
H 0.72 5.04 1.25
H -0.01 7.39 1.05
H -0.82 8.23 -1.13
H -0.85 6.75 -3.10
H -0.11 4.42 -2.92
```


No. 2
Here is a molecular structure, C41H35BaClN2Si2 in a non-equilibrium geometry from OMol25. Energies are from wB97M-V/def2-TZVPD.

Output
Frontier orbital gap (spin up / spin down) (eV): 5.02 / 6.11
Lowest unoccupied orbital energy (spin up / spin down) (eV): -0.8 / -0.3
HOMO level (spin up / spin down) (eV): -5.827 / -6.447

```
82
C41H35BaClN2Si2, DFT wB97M-V/def2-TZVPD
C 1.78 0.30 3.40
C 2.67 0.41 2.29
C 2.72 1.78 1.92
H 3.30 -0.39 1.88
C 1.77 2.48 2.70
C 1.20 1.59 3.62
H 0.55 1.88 4.45
H 1.67 -0.57 4.06
H 3.44 2.22 1.24
H 1.55 3.56 2.66
Ba -0.22 0.02 0.68
Si -2.26 -3.72 -2.50
C -0.43 -3.73 -2.57
C 0.45 -4.36 -3.50
H 0.01 -4.95 -4.31
C 1.83 -4.17 -3.35
H 2.53 -4.61 -4.07
C 2.30 -3.33 -2.33
H 3.37 -3.16 -2.22
C 1.42 -2.71 -1.40
H 1.86 -2.05 -0.62
C 0.05 -2.93 -1.51
H -0.67 -2.43 -0.83
C 0.35 2.43 -1.01
C 1.68 2.76 -1.36
H 2.22 2.15 -2.13
C 2.28 3.91 -0.81
H 3.35 4.15 -0.99
C 1.53 4.76 -0.01
H 1.95 5.70 0.33
C 0.18 4.48 0.27
H -0.42 5.22 0.83
C -0.37 3.27 -0.15
H -1.39 3.03 0.13
H -2.52 -2.34 -3.00
Si -0.63 1.17 -2.08
C -1.51 2.36 -3.28
C -0.97 2.67 -4.55
H -0.24 1.99 -5.01
C -1.36 3.84 -5.22
H -0.87 4.10 -6.17
C -2.35 4.65 -4.67
H -2.64 5.58 -5.17
C -3.02 4.25 -3.51
H -3.83 4.87 -3.14
C -2.64 3.07 -2.84
H -3.23 2.68 -2.00
C 0.07 -0.02 -3.39
C 1.44 -0.30 -3.53
H 2.17 0.01 -2.78
C 1.90 -0.97 -4.68
H 2.96 -1.21 -4.75
C 1.01 -1.44 -5.67
H 1.36 -1.95 -6.58
C -0.36 -1.21 -5.47
H -1.07 -1.52 -6.24
C -0.82 -0.50 -4.38
H -1.89 -0.30 -4.24
H -2.42 -3.94 -1.08
Cl -2.72 -0.09 -0.82
C -2.87 1.12 5.28
C -2.30 0.94 4.00
N -1.57 -0.12 3.64
C -1.33 -1.07 4.57
C -1.80 -0.94 5.93
C -2.60 0.18 6.25
C -1.43 -1.90 6.91
C -0.58 -2.94 6.62
C -0.06 -3.10 5.29
C 0.88 -4.11 5.00
C 1.42 -4.18 3.73
C 0.96 -3.26 2.76
N -0.01 -2.35 2.97
C -0.48 -2.22 4.23
H -3.50 1.99 5.48
H -2.45 1.72 3.24
H -2.99 0.26 7.27
H -1.83 -1.79 7.93
H -0.28 -3.67 7.38
H 1.17 -4.80 5.80
H 2.18 -4.91 3.46
H 1.41 -3.26 1.76
```


No. 3
Here is 6 unconnected molecules or ions with the total composition C41H35BrN3O11PS in a non-equilibrium geometry from OMol25. Energies are from wB97M-V/def2-TZVPD.

Output
Frontier orbital gap (eV): 6.56
Lowest unoccupied orbital energy (eV): -2.2
HOMO level (eV): -8.746
Relative energy (zero: lowest compared OMol25 entry of this formula, charge and spin) (kJ/mol): 1166.3
SMILES: CCCCc1c(CN)cc2nsnc2c1P(O)Br.O=C1C=CC(=O)C=C1.O=C1C=CC(=O)C=C1.O=C1C=CC(=O)C=C1.O=C1C=CC(=O)C=C1.O=C1C=CC(=O)C=C1

```
93
C41H35BrN3O11PS, DFT wB97M-V/def2-TZVPD
C -5.30 -2.12 -1.84
C -4.97 -0.48 -1.82
C -3.87 -0.24 -3.01
C -3.02 1.15 -2.90
C -2.65 1.63 -1.37
C -2.91 3.19 -0.84
C -3.56 4.39 -1.78
N -4.86 4.91 -1.17
C -2.51 3.66 0.72
C -1.86 2.66 1.84
N -1.46 2.93 3.28
S -0.82 1.34 3.73
N -0.92 0.24 2.35
C -1.57 1.14 1.30
C -1.95 0.62 -0.24
P -1.51 -1.22 -0.62
O 0.17 -1.57 -0.28
Br -2.70 -2.38 0.99
H -4.71 -2.69 -2.70
H -5.05 -2.62 -0.78
H -6.45 -2.35 -2.03
H -5.99 0.03 -2.11
H -4.60 -0.26 -0.74
H -4.45 -0.20 -4.05
H -3.16 -1.19 -3.09
H -3.66 1.99 -3.45
H -2.00 1.07 -3.52
H -3.65 4.10 -2.92
H -2.79 5.29 -1.71
H -5.02 4.41 -0.25
H -4.66 5.91 -0.85
H -2.74 4.78 1.06
H 0.34 -1.38 0.69
O 0.44 0.55 -3.02
C 1.63 0.27 -2.99
C 2.64 1.16 -3.60
C 3.95 0.85 -3.57
C 4.43 -0.38 -2.91
O 5.62 -0.66 -2.88
C 3.42 -1.26 -2.30
C 2.12 -0.96 -2.33
H 2.27 2.06 -4.08
H 4.70 1.49 -4.01
H 3.79 -2.16 -1.82
H 1.36 -1.60 -1.88
O 6.92 -5.96 2.41
C 5.95 -5.41 1.89
C 4.85 -4.86 2.71
C 3.80 -4.26 2.14
C 3.69 -4.12 0.68
O 2.73 -3.57 0.16
C 4.79 -4.68 -0.14
C 5.84 -5.27 0.43
H 4.95 -4.96 3.78
H 2.99 -3.85 2.73
H 4.69 -4.57 -1.21
H 6.65 -5.68 -0.16
O 3.94 4.83 5.40
C 3.97 3.65 5.08
C 5.14 2.80 5.36
C 5.17 1.51 5.01
C 4.03 0.88 4.32
O 4.05 -0.30 4.00
C 2.85 1.72 4.04
C 2.82 3.01 4.40
H 5.97 3.28 5.86
H 6.03 0.88 5.20
H 2.02 1.24 3.54
H 1.96 3.65 4.20
O -5.57 0.93 4.95
C -5.50 2.09 5.34
C -4.36 2.95 4.99
C -4.28 4.21 5.42
C -5.35 4.80 6.26
O -5.29 5.96 6.65
C -6.50 3.94 6.61
C -6.57 2.67 6.17
H -3.58 2.51 4.38
H -3.45 4.86 5.18
H -7.27 4.38 7.22
H -7.40 2.03 6.42
O 2.18 -6.46 -7.35
C 2.24 -5.30 -6.95
C 3.39 -4.44 -7.30
C 3.46 -3.18 -6.87
C 2.39 -2.59 -6.03
O 2.46 -1.43 -5.64
C 1.25 -3.45 -5.69
C 1.18 -4.72 -6.12
H 4.16 -4.88 -7.91
H 4.29 -2.53 -7.11
H 0.47 -3.01 -5.07
H 0.34 -5.36 -5.87
```


No. 4
Here is a molecular structure, C41H35BrN9O8Pt from OMol25. Energies are from wB97M-V/def2-TZVPD.

Output
Frontier orbital gap (spin up / spin down) (eV): 5.89 / 5.44
Lowest unoccupied orbital energy (spin up / spin down) (eV): -4.1 / -4.5
HOMO level (spin up / spin down) (eV): -9.988 / -9.985
Relative energy (zero: lowest compared OMol25 entry of this formula, charge and spin) (kJ/mol): 0.0
Net charge: +1
Spin multiplicity: 5

```
95
C41H35BrN9O8Pt, DFT wB97M-V/def2-TZVPD
Pt 2.12 -0.41 1.27
C 0.44 -3.79 0.25
C 1.87 -3.66 0.62
N 2.50 -2.56 1.00
C 3.81 -2.89 1.22
C 3.99 -4.22 0.98
N 2.75 -4.68 0.61
C 5.12 -5.19 1.06
O 6.28 -4.72 1.44
O 4.90 -6.34 0.76
C 4.78 -1.85 1.66
O 5.93 -2.16 1.93
O 4.29 -0.66 1.74
H -0.14 -3.06 0.81
H 0.07 -4.79 0.49
H 0.31 -3.64 -0.82
H 2.59 -5.65 0.37
H 6.24 -3.74 1.65
Br -9.60 3.44 1.51
C -7.78 3.58 1.05
C -7.40 3.42 -0.28
C -6.07 3.52 -0.61
C -5.11 3.78 0.38
C -5.51 3.94 1.72
C -6.85 3.84 2.05
N -3.80 3.83 -0.03
N -2.90 4.14 0.84
C -1.83 3.45 1.08
C -0.91 4.08 2.01
C 0.21 3.49 2.45
C 0.58 2.17 1.97
O 1.61 1.61 2.33
C -0.33 1.51 0.99
N 0.07 0.31 0.56
C -0.62 -0.31 -0.38
C -1.75 0.26 -0.95
C -2.19 1.48 -0.49
C -1.48 2.14 0.52
H -8.14 3.22 -1.04
H -5.74 3.42 -1.64
H -4.78 4.16 2.48
H -7.17 3.98 3.07
H -1.19 5.07 2.35
H 0.89 3.96 3.14
H -0.24 -1.26 -0.71
H -2.26 -0.25 -1.76
H -3.07 1.94 -0.93
C -2.97 -2.35 -4.49
C -2.15 -1.10 -4.32
C -2.75 0.15 -4.46
C -2.00 1.30 -4.32
C -0.65 1.23 -4.02
C -0.03 -0.01 -3.88
N 1.33 -0.12 -3.53
C 2.21 0.96 -3.51
C 2.38 1.74 -4.66
C 3.28 2.78 -4.68
C 4.03 3.10 -3.55
C 3.86 2.35 -2.40
C 2.96 1.29 -2.37
C 2.75 0.60 -1.09
O 2.97 1.20 0.01
O 2.29 -0.58 -1.01
C -0.78 -1.19 -4.04
C -0.14 -2.55 -3.91
H -4.01 -2.11 -4.67
H -2.92 -2.99 -3.60
H -2.61 -2.95 -5.33
H -3.81 0.20 -4.69
H -2.47 2.27 -4.43
H -0.08 2.13 -3.89
H 1.51 -0.78 -2.79
H 1.81 1.48 -5.55
H 3.40 3.36 -5.59
H 4.74 3.91 -3.57
H 4.43 2.58 -1.51
H 0.95 -2.49 -3.88
H -0.40 -3.18 -4.76
H -0.48 -3.08 -3.02
C -1.05 -2.49 5.16
N 0.22 -1.79 4.99
C 0.99 -1.42 6.05
C 2.17 -0.80 5.89
C 2.60 -0.54 4.55
N 1.84 -0.90 3.51
C 0.63 -1.52 3.69
O -0.08 -1.84 2.75
N 3.76 0.06 4.33
H -1.27 -2.54 6.23
H -0.99 -3.49 4.75
H -1.84 -1.94 4.65
H 0.60 -1.67 7.03
H 2.77 -0.51 6.73
H 4.36 0.28 5.11
H 4.16 0.07 3.39
```